ORCA calculation (wB97M-V/def2-TZVPD) on a structure of composition C51H40N11O14S3Zr at a distorted geometry.

Each line ends with the Löwdin charge.
Geometry (Å):
O1 1.564 1.135 -0.567  -0.226
N1 0.124 -2.951 0.821  0.141
N2 -2.570 0.571 4.025  -0.332
C1 1.605 -0.225 2.989  -0.220
C2 -0.511 0.771 -4.543  -1.057
C3 -2.624 -1.599 -0.516  -0.562
C4 -1.325 5.462 2.820  -0.062
H1 -1.546 1.461 -11.259  0.098
C5 -1.938 3.676 -8.745  -0.096
H2 3.503 3.017 2.167  0.063
C6 -2.288 4.558 -0.065  -0.008
H3 0.874 -2.974 4.856  0.105
C7 2.246 0.773 -1.603  -0.639
H4 3.585 0.137 0.324  0.113
C8 -1.637 2.853 -7.675  -0.024
O2 -1.541 -0.965 -0.824  -0.218
C9 0.869 -1.226 3.616  -0.027
C10 -1.168 1.970 0.134  -0.211
C11 -1.296 1.511 -7.885  -0.174
H5 -2.686 5.562 -0.141  0.118
O3 -0.686 5.336 1.552  -0.120
H6 1.150 2.560 6.241  0.119
H7 2.880 6.639 4.131  0.123
C12 3.529 4.074 1.904  -0.029
H8 4.477 4.509 2.233  0.096
H9 0.082 -3.037 -1.912  0.168
O4 2.436 4.803 2.472  -0.123
H10 3.328 -2.922 5.203  0.104
H11 5.779 -0.987 0.170  0.114
H12 3.435 4.174 0.826  0.106
O5 4.413 -0.104 -3.817  0.127
C13 -1.268 1.022 -9.191  -0.049
C14 1.971 -0.624 -2.091  -0.216
H13 2.545 6.589 6.593  0.100
C15 -0.657 3.040 0.864  -0.169
Zr1 -0.037 0.086 0.092  1.793
S1 -0.232 1.341 -2.979  0.697
O6 4.376 -2.252 -4.361  0.091
C16 1.876 -2.637 -2.981  -0.002
C17 -1.908 3.188 -10.043  -0.114
C18 2.633 -1.480 -2.996  -0.049
C19 2.315 5.720 5.991  -0.092
H14 5.447 1.717 2.284  0.094
C20 1.315 -3.632 0.933  -0.249
C21 3.752 -5.051 0.937  -0.054
N3 -0.973 0.730 -6.737  -0.138
H15 -5.070 -0.118 4.043  0.130
H16 5.570 -0.028 2.612  0.083
C22 2.233 4.649 3.821  -0.240
H17 0.664 3.897 2.108  0.115
H18 4.657 -1.096 4.247  0.104
C23 2.547 -2.923 0.762  -0.143
H19 2.012 -3.546 -3.541  0.145
H20 -5.244 -1.849 0.138  0.138
O7 -7.302 -1.848 1.409  0.074
N4 1.444 2.278 3.735  0.161
C24 3.763 -3.652 0.748  -0.151
H21 -3.663 3.679 -1.453  0.103
H22 4.688 -5.596 0.912  0.108
H23 -0.199 -1.230 3.485  0.097
H24 0.421 -5.530 1.279  0.111
H25 -2.140 3.837 -10.879  0.093
H26 -0.619 5.951 3.492  0.085
C25 5.079 0.904 2.905  -0.069
N5 0.412 2.968 1.788  0.189
C26 4.953 -2.927 0.528  0.002
H27 3.926 0.547 -3.235  0.066
C27 4.891 -1.574 0.365  -0.030
H28 5.894 -3.461 0.477  0.119
N6 -0.800 1.471 -5.584  -0.025
O8 -1.257 -0.500 1.664  -0.253
C28 3.593 -1.131 4.059  -0.016
C29 2.503 5.751 4.622  -0.010
C30 -1.575 1.862 -10.253  -0.096
H29 -1.596 4.483 3.226  0.096
C31 -5.288 -1.022 2.119  -0.134
C32 -2.544 -0.537 1.761  -0.236
H30 5.306 1.119 3.953  0.104
C33 -4.670 -1.368 0.918  0.085
O9 -7.190 -1.035 3.399  0.062
H31 -1.009 -0.002 -9.382  0.023
C34 3.879 -1.310 -3.787  -0.503
C35 1.839 4.555 6.577  -0.091
C36 1.723 3.475 4.399  -0.147
N7 -6.691 -1.320 2.322  -0.359
C37 -3.236 -0.122 2.947  -0.042
C38 1.476 -2.198 4.402  -0.079
O10 -1.540 1.179 3.804  0.084
S2 -0.447 -0.976 -4.960  0.946
O11 3.150 1.427 -2.111  0.075
H32 0.131 -1.976 1.069  0.008
C39 1.549 3.461 5.788  -0.015
C40 -2.279 2.238 -0.675  -0.160
O12 -3.115 0.575 5.119  0.065
H33 -0.712 -3.442 1.089  0.118
C41 -4.580 -0.399 3.124  0.083
H34 -2.710 1.431 -1.255  0.082
S3 -1.038 -1.843 -7.724  0.543
C42 2.566 -5.699 1.135  -0.086
C43 -1.221 4.321 0.775  -0.242
O13 -3.065 -2.559 -1.121  0.081
N8 0.937 -1.250 -1.551  -0.061
C44 -3.335 -1.127 0.734  -0.035
C45 2.838 -2.159 4.612  -0.080
C46 -2.828 3.504 -0.788  -0.078
C47 2.992 -0.169 3.264  -0.249
H35 -1.656 3.231 -6.666  0.098
C48 0.948 1.958 2.486  -0.345
H36 1.372 1.491 4.362  0.135
H37 -2.229 6.072 2.740  0.090
C49 -0.842 -0.622 -6.620  -1.098
C50 1.352 -4.995 1.129  -0.031
N9 0.982 0.705 2.104  0.045
O14 3.683 0.846 2.685  -0.123
C51 3.641 -0.937 0.428  -0.130
N10 0.877 -2.449 -2.109  0.067
H38 2.549 -6.770 1.290  0.103
N11 2.506 -1.571 0.609  0.127
H39 -2.195 4.710 -8.558  0.097
H40 1.683 4.501 7.647  0.102

* LUMO: 1.170 eV
* multiplicity: 1
* charge: -1
* ΔE to the lowest compared entry with this formula, charge and spin: 4.5 kcal/mol
* Kohn-Sham gap: 5.83 eV
* energy: -132381.018 eV

---

ORCA calculation (wB97M-V/def2-TZVPD) on a structure of composition C51H41F3I2MoN7OSb.

Each line ends with the Löwdin charge.
Geometry (Å):
C1 3.512 -1.300 0.054  0.009
H1 5.427 -2.125 -0.373  0.128
H2 2.735 -1.587 4.938  0.143
H3 -0.906 2.790 -0.629  0.113
C2 3.991 3.134 4.188  -0.026
C3 4.752 -4.487 -1.589  -0.023
C4 -0.584 4.497 -2.767  -0.289
H4 1.318 4.562 -1.797  0.127
H5 -6.981 -0.757 1.836  0.091
C5 1.609 -2.561 -0.656  -0.129
C6 -6.097 -0.545 1.250  -0.203
C7 -2.257 -0.595 -7.190  0.001
C8 1.973 0.439 1.496  -0.288
H6 -2.297 -0.756 -1.610  0.102
H7 1.820 2.192 -2.339  0.090
H8 -0.308 0.822 4.030  0.110
O1 -2.491 -0.650 1.597  -0.359
H9 -2.611 2.482 -0.355  0.147
C9 4.357 -2.263 -0.460  -0.021
N1 -0.721 -2.353 0.043  -0.057
C10 2.117 -1.414 -0.017  -0.188
H10 0.787 -3.433 5.447  0.118
H11 -5.171 0.612 -1.795  0.106
C11 2.907 1.195 -4.960  -0.130
Sb1 0.423 -0.222 -3.779  1.509
H12 -3.314 -0.760 -7.339  0.126
H13 2.064 -4.450 -1.551  0.125
C12 3.434 -0.694 -3.581  -0.132
C13 0.482 -0.189 -6.882  -0.106
H14 5.042 3.238 3.915  0.097
C14 5.172 0.576 -4.586  -0.271
C15 2.708 1.021 3.728  0.036
C16 -1.866 -2.957 -0.289  -0.100
H15 1.549 -0.035 -6.780  0.090
H16 -2.417 4.247 -3.836  0.130
C17 2.061 0.150 2.858  -0.154
N2 -0.864 1.447 2.140  -0.014
C18 -1.078 2.821 4.079  -0.013
H17 3.950 -0.442 0.539  0.117
H18 3.543 4.126 4.140  0.093
C19 0.870 2.618 -2.642  -0.149
C20 3.294 2.189 3.256  -0.243
C21 -1.680 -3.788 -1.388  0.003
C22 2.541 1.622 1.029  -0.009
H19 3.944 2.787 5.218  0.084
C23 2.473 -3.538 -1.138  0.024
H20 -0.676 0.788 -1.205  0.051
C24 1.793 -1.753 4.445  -0.008
C25 -1.606 2.166 -0.068  -0.089
H21 -2.413 -4.393 -1.889  0.120
N3 1.290 -0.471 0.630  -0.118
C26 -0.061 -0.254 -8.155  0.014
H22 4.692 -5.380 -0.964  0.096
C27 0.611 3.948 -2.338  -0.013
F1 6.476 0.790 -4.791  0.088
H23 -2.250 4.383 1.322  0.134
C28 -0.163 -2.433 3.706  -0.078
C29 -1.424 -0.449 -8.284  -0.273
C30 -1.418 2.413 1.398  -0.226
C31 -5.074 0.228 -0.788  -0.102
C32 -1.807 3.625 1.952  0.018
N4 0.217 -2.806 -0.820  -0.057
H24 -0.944 2.932 5.145  0.123
H25 0.233 -4.109 -2.487  0.135
H26 3.634 3.389 1.513  0.130
C33 -0.714 1.645 3.462  -0.091
C34 2.480 0.138 -4.153  -0.416
I1 -4.649 -1.500 3.727  0.969
C35 -1.691 -0.537 -5.927  -0.157
C36 -0.031 1.849 -3.380  -0.408
H27 2.731 0.804 4.787  0.128
H28 -2.880 0.866 -1.973  0.121
C37 -4.841 -0.764 1.797  -0.650
C38 -3.808 -0.004 -0.264  -0.158
C39 -0.344 -3.660 -1.700  -0.035
I2 -8.094 0.311 -0.849  0.943
N5 -1.400 0.750 -0.481  -0.131
C40 0.801 -2.679 4.682  -0.002
C41 -1.220 2.446 -3.797  -0.114
H29 -2.339 -0.679 -5.067  0.089
H30 -1.106 -2.923 3.521  0.118
H31 5.789 -4.160 -1.604  0.086
C42 -1.631 3.834 3.306  -0.007
F2 -0.857 5.771 -2.459  0.084
F3 -1.956 -0.506 -9.509  0.090
H32 -1.924 1.891 -4.408  0.098
H33 -1.936 4.768 3.758  0.128
H34 0.551 -0.155 -9.041  0.129
H35 2.183 1.853 -5.429  0.112
C43 -3.695 -0.489 1.050  -0.421
H36 -2.766 -2.739 0.261  0.121
H37 4.599 2.234 -5.809  0.129
N6 1.424 -1.007 3.386  -0.058
C44 -1.509 3.769 -3.495  0.008
C45 4.789 -0.484 -3.789  0.004
C46 -2.609 0.190 -1.156  -0.136
C47 -0.326 -0.320 -5.757  -0.412
H38 3.128 -1.528 -2.963  0.067
H39 2.476 1.843 -0.029  0.114
C48 3.192 2.478 1.895  -0.004
C49 3.854 -3.410 -1.062  -0.261
N7 0.220 -1.426 2.921  -0.081
C50 4.253 1.424 -5.183  0.015
Mo1 -0.609 -0.511 1.154  1.755
C51 -6.214 -0.043 -0.039  -0.735
H40 5.542 -1.127 -3.355  0.120
H41 4.470 -4.775 -2.602  0.092

* LUMO (alpha / beta): -6.747 / -6.049 eV
* multiplicity: 3
* charge: +2
* ΔE to the lowest compared entry with this formula, charge and spin: 0.0 kcal/mol
* expectation value of S²: 2.079
* Kohn-Sham gap (alpha / beta): 5.61 / 6.48 eV
* energy: -98766.304 eV